Entry from the OMol25 dataset: a cluster of 4 separate species, C40H38N5O15PS in total at a distorted geometry (ωB97M-V/def2-TZVPD).

The geometry in XYZ format:
```
100
Properties=species:S:1:pos:R:3:forces:R:3
S 0.51528 -3.16459 -4.32273 0.03 -0.15 -0.19
P 1.58754 -5.42331 0.57068 -1.10 -0.21 0.23
O -0.09613 -7.20645 -2.16118 -0.06 -0.08 -0.28
O 3.40614 5.74537 0.35188 0.10 0.08 -0.12
O -3.35212 1.29189 -4.54617 0.06 0.15 -0.29
O 2.94083 9.77052 3.73421 -0.07 -0.02 0.07
O -8.90545 5.95167 -4.29748 0.00 0.10 0.04
O 0.99506 -5.34814 -2.35814 0.56 -0.33 0.19
O 5.11152 7.69654 0.11826 0.01 -0.01 -0.02
O -7.02183 7.41924 -3.27237 -0.02 0.02 0.02
O 0.76662 -6.58333 4.62833 0.10 0.10 0.08
O -5.88425 2.61749 -5.62610 0.05 0.11 -0.01
O 3.20156 -7.09062 8.60967 0.08 0.05 0.09
O 1.28373 7.78411 4.01537 -0.02 0.02 0.02
O -3.96691 4.09747 -4.55538 0.08 -0.12 -0.06
O 4.55938 -4.91613 8.19341 0.03 0.01 0.03
O 2.18239 -4.41631 4.17501 -0.02 0.05 -0.12
N 0.27058 -6.15615 1.03360 0.21 0.23 0.00
N -2.43359 -4.38036 -5.04943 -0.53 0.10 -0.03
N 1.92811 1.45100 3.21385 -0.19 0.14 0.34
N 0.77537 -0.63220 -2.92677 -0.26 0.04 0.50
N -0.24427 -6.09121 -1.97209 -0.21 0.09 0.27
C 1.64373 -1.02010 3.63614 -0.65 0.28 0.00
C 0.98237 -1.73075 -2.07145 0.25 -0.10 0.05
C 3.25726 6.63682 1.16920 -0.18 -0.08 0.18
C -3.86109 -4.69843 -4.94005 0.23 -0.06 0.33
C 2.81843 2.87303 1.75166 0.07 -0.06 0.04
C 2.90840 -6.51477 7.57778 -0.21 -0.14 -0.14
C 1.07939 -4.10876 -1.78339 -0.34 0.40 -0.32
C -5.08805 4.56838 -4.47485 -0.02 0.13 0.02
C 1.37088 -3.94411 -0.43523 0.38 -0.05 0.06
C -2.70501 -0.87605 -5.22013 -0.14 -0.24 -0.08
C 4.13429 8.85276 1.91513 0.01 0.11 0.07
C -0.67501 -1.85170 -4.41518 0.14 -0.13 0.08
C 1.81037 0.41120 4.21574 0.68 -0.36 -0.09
C 3.45173 -4.53207 6.15825 0.00 0.09 -0.09
C 3.10719 8.86649 2.93620 0.18 0.05 -0.13
C -2.17353 -3.22274 -5.92692 0.10 -0.23 0.30
C 2.24467 6.63905 2.20269 -0.04 -0.11 -0.08
C 1.46245 -2.64812 0.10870 0.18 -0.19 0.06
C -6.65155 6.27202 -3.81456 0.10 0.05 0.03
C -6.22667 3.76907 -5.07544 -0.08 -0.07 0.02
C 1.89596 -6.95677 6.64526 0.04 -0.08 0.15
C -2.43445 0.27084 -4.50307 -0.02 0.32 0.03
C 4.21098 7.80565 1.08242 0.05 0.09 0.02
C -1.29181 0.37505 -3.73111 0.20 -0.08 0.07
C 2.17029 7.68525 3.03758 -0.04 -0.10 -0.02
C 2.45157 -4.98609 5.21762 0.04 0.01 0.09
C -7.79123 5.47193 -4.40082 -0.03 -0.20 -0.12
C -7.49457 4.20774 -5.03633 -0.12 0.05 -0.01
C 1.40716 2.97804 1.68795 0.07 0.11 -0.31
C -0.40715 -0.69432 -3.69676 0.03 0.13 -0.21
C 1.67849 -1.07492 2.11280 0.16 -0.42 -0.02
C 1.71539 -2.50616 1.59358 -0.55 0.17 -0.09
C 1.26683 -1.55650 -0.71596 -0.05 0.02 -0.24
C 1.67112 -6.24444 5.52975 -0.10 -0.10 -0.05
C -1.83778 -1.95872 -5.17594 -0.08 0.03 0.07
C -5.38313 5.83966 -3.85167 0.11 -0.02 0.00
C 0.89473 2.08989 2.59478 -0.32 0.17 -0.17
C 3.09923 1.93487 2.70862 0.34 0.11 -0.27
C 3.67111 -5.24546 7.27218 0.04 0.09 -0.05
C 0.88752 -3.00556 -2.60844 -0.13 0.11 -0.08
H 0.91207 -3.08257 2.06744 0.15 -0.01 0.25
H -3.96926 -5.66661 -4.44908 -0.01 -0.04 -0.08
H -2.89252 2.14033 -4.59760 -0.10 0.07 0.28
H 1.34741 -7.85804 6.87868 -0.01 0.00 -0.03
H 2.31596 -5.01369 1.69136 0.56 -0.10 -0.27
H 2.74221 0.43785 4.78163 -0.08 0.11 0.12
H -2.11540 -4.16498 -4.11251 0.31 -0.09 -0.08
H 4.92934 6.84506 -0.32627 -0.03 -0.03 0.00
H 4.07186 1.59866 3.02737 -0.12 -0.21 0.22
H 3.55077 3.40883 1.17285 -0.08 0.07 -0.01
H -4.29965 -4.76679 -5.93300 -0.06 -0.02 -0.01
H 0.76720 -0.60185 1.74319 0.13 0.19 -0.08
H 1.00513 0.65960 4.90307 -0.06 0.05 -0.05
H 4.80989 9.69431 1.85889 0.01 -0.01 -0.02
H 1.58143 5.78784 2.27013 0.01 -0.01 0.03
H -8.31539 3.64654 -5.45945 0.02 -0.03 0.00
H 0.79155 -5.92690 3.90379 -0.04 -0.08 -0.13
H -3.07070 -3.03360 -6.51620 0.10 -0.02 -0.17
H -0.55527 -5.69183 0.67518 -0.10 -0.14 0.07
H -7.99214 7.47090 -3.38612 -0.03 -0.03 -0.01
H -4.56200 6.40703 -3.43742 -0.01 0.01 0.01
H 0.65338 -1.37482 3.93575 0.09 -0.20 0.07
H 2.54420 -0.54249 1.71206 -0.10 0.18 0.02
H 0.83227 0.23244 -2.40495 0.06 0.07 -0.12
H -3.61185 -0.92447 -5.80801 -0.01 0.02 -0.03
H 2.64865 -2.99658 1.86695 0.07 0.11 0.06
H -4.92454 2.48897 -5.49887 -0.01 -0.13 0.08
H 1.45857 8.64066 4.45317 0.02 0.03 -0.01
H -1.08297 1.25949 -3.14119 -0.11 0.07 -0.02
H -1.35931 -3.48446 -6.60776 -0.01 0.09 -0.07
H 2.45024 -6.23755 -0.18480 0.24 0.12 0.09
H -0.14275 1.90152 2.81871 0.08 -0.20 0.20
H 4.50536 -5.61049 8.88084 -0.03 -0.05 0.00
H 0.83997 3.62179 1.03420 -0.03 -0.01 0.04
H 2.36151 -1.70476 4.08548 0.12 0.03 -0.06
H 1.31153 -0.54648 -0.32953 0.05 0.00 0.07
H 3.99384 -3.62487 5.93134 0.02 -0.01 0.01
H -4.42066 -3.97570 -4.33245 -0.12 0.12 -0.20
```
Forces are in eV/Å.

Output
HOMO = -7.98 eV
spin multiplicity = 1
orbital gap = 6.39 eV
total energy = -100378.6692 eV
SMILES = CNCc1cc(O)cc2c1Sc1c(cc(CCCCn3cccc3)c([PH2]=N)c1ON=O)N2.O=C1C=C(O)C(=O)C=C1O.O=C1C=C(O)C(=O)C=C1O.O=C1C=C(O)C(=O)C=C1O
F_max = 1.15 eV/A

---

Entry from the OMol25 dataset: a cluster of 7 separate species, C40H39BrF48N2O8S in total at a distorted geometry (ωB97M-V/def2-TZVPD).

The geometry in XYZ format:
```
139
Properties=species:S:1:pos:R:3:forces:R:3
Br -0.71931 -1.62607 -1.60969 -0.71 0.23 -0.16
S 5.10660 0.87416 1.40327 -0.28 0.19 -1.20
F -2.65567 -0.98501 2.57318 0.01 -0.23 -0.17
F -3.30607 10.59200 5.53050 0.01 -0.19 0.02
F -2.76240 10.54734 0.86860 -0.40 -0.06 -0.04
F -4.46239 -2.06975 0.83234 0.12 0.16 0.14
F 7.85890 1.54150 -4.88258 -0.04 0.06 0.04
F -2.12829 9.02008 2.25134 -0.32 -0.21 -0.23
F 7.94058 3.79999 -3.13300 -0.01 -0.09 -0.20
F -7.15485 -8.13359 -3.22735 0.00 -0.23 0.01
F 10.41395 -0.14119 -2.92372 -0.26 -0.15 0.17
F 0.19260 6.58018 6.09393 0.12 0.17 -0.13
F -6.14218 -10.47477 -2.24226 0.04 0.26 0.04
F -6.08412 -9.57657 -6.59596 -0.33 -0.23 -0.22
F 7.11474 3.39979 -5.70707 -0.10 0.16 0.23
F 4.50637 5.53726 5.80558 0.06 -0.42 -0.07
F -8.12369 0.49455 2.27608 -0.09 -0.27 0.19
F -4.68374 9.32097 3.56347 0.16 0.13 -0.05
F -1.27423 10.73113 6.28406 0.26 -0.30 -0.09
F -0.14219 -7.92010 -6.12401 0.12 0.16 0.06
F -6.81004 -8.02066 -7.90012 -0.40 -0.08 -0.03
F 2.73965 4.74221 3.66922 0.10 0.28 0.10
F -3.34635 -3.55250 1.95823 0.10 0.09 0.40
F -8.73822 -2.18933 2.76006 -0.09 0.31 -0.23
F -5.09979 -7.97419 -2.54970 0.24 -0.33 -0.10
F -6.30270 -0.12088 1.26312 -0.04 -0.21 0.07
F 8.43637 -0.28997 -0.94985 0.42 0.04 -0.05
F -8.73499 -9.94352 -7.25494 0.27 0.11 -0.15
F 9.82617 1.90692 -3.34072 -0.11 0.00 0.16
F 3.19353 -6.95763 -5.48600 -0.09 -0.29 -0.27
F -6.48979 -10.66193 -4.37447 0.01 0.12 0.04
F 1.58909 -9.21209 -5.88888 0.23 0.18 0.15
F -4.75459 8.68496 1.48733 0.28 0.11 -0.15
F -1.25428 -5.47442 -5.72243 -0.07 -0.21 0.13
F 1.66705 7.21976 3.88194 -0.12 -0.09 0.18
F -2.65107 8.01619 4.48754 -0.02 0.15 0.03
F -2.37986 8.25769 6.62544 0.03 0.30 0.06
F 1.66933 -7.22177 -3.98447 0.07 -0.43 -0.12
F -0.80801 -7.41816 -3.67369 -0.02 0.09 -0.09
F -4.67401 -0.53162 3.22448 0.04 -0.12 -0.09
F -1.37109 -3.96789 -4.16714 0.04 -0.13 0.35
F 5.79575 3.99974 -3.39780 -0.21 -0.29 -0.25
F 6.07503 5.67582 4.33198 -0.09 -0.28 -0.23
F -6.91965 -1.52776 3.70920 -0.21 0.38 -0.01
F 4.41163 3.42649 4.00987 0.53 -0.03 0.45
F -8.58528 -9.37063 -5.16449 0.15 0.12 -0.06
F 7.66135 0.02865 -2.93344 0.40 -0.27 -0.09
F -2.64926 -6.28326 -3.50863 0.00 0.20 -0.17
F 2.01380 5.40404 6.05686 0.00 0.14 -0.09
F 1.53377 8.83124 5.33172 0.00 -0.07 0.39
O 4.35575 7.02854 4.13259 -0.63 -0.86 0.32
O 0.34382 -3.69561 -0.23960 -0.61 0.46 0.41
O -6.83066 -2.84383 1.89091 0.39 1.03 0.23
O 1.44527 -5.63027 -5.55267 -0.57 -0.92 0.27
O 3.59983 1.63460 -0.94227 -0.04 0.77 2.46
O -2.54344 11.10160 2.98297 -0.46 -0.98 0.21
O 7.69837 1.71912 -1.45173 0.32 -0.30 -1.18
O -6.50839 -7.52771 -5.78137 -0.43 -1.03 0.18
N 2.34231 3.25349 -0.04392 -0.57 0.02 -1.54
N 3.13291 2.81399 0.97661 2.28 -2.76 -2.11
C -6.92703 -8.53088 -6.65380 1.23 0.78 0.21
C 3.61589 7.80029 5.07575 0.52 0.63 -0.06
C 1.85746 -6.93481 -5.28442 0.32 1.31 0.51
C 1.82021 0.03104 2.51284 -0.10 -1.55 0.06
C -7.53753 -0.53199 1.61774 -0.04 0.57 -0.47
C -8.38658 -8.93259 -6.42429 -0.68 -0.13 0.11
C 3.18722 -0.59403 2.94794 0.24 0.61 0.50
C -1.92034 8.66592 5.41466 0.15 -0.57 0.41
C -4.31475 -2.59389 2.06762 -0.70 -0.03 -0.64
C 2.61915 2.59193 -1.12818 0.14 -0.23 0.60
C 8.38108 0.60902 -1.95780 -1.24 0.23 0.71
C 4.73521 5.73573 4.49406 0.38 1.17 0.45
C -5.88932 -8.50458 -3.52733 -0.52 0.61 -0.31
C 1.61566 -3.34842 -0.81359 1.61 0.10 2.03
C 0.80166 -1.50366 0.77282 -0.68 -0.84 -1.13
C 4.37895 0.41517 3.03672 -0.77 -0.32 0.37
C -0.27372 -2.51055 0.18000 0.64 1.00 -1.10
C 6.54594 2.14923 -2.18750 -0.23 0.08 0.67
C 6.81656 3.09272 -3.37995 0.45 0.10 0.71
C -4.42141 9.71435 2.30073 -0.70 -0.12 0.10
C -1.55309 10.80405 3.96724 0.48 0.62 -0.21
C 1.54684 6.65817 6.18523 -0.49 -0.19 0.53
C 6.87405 2.44977 -4.76950 -0.20 0.13 -0.72
C 0.79321 -1.18509 2.30204 0.57 1.39 -0.47
C -3.80241 -1.53952 3.04918 0.53 0.31 0.33
C 4.08461 4.66929 3.60988 -0.64 -0.17 -0.86
C -5.61539 -3.31992 2.46567 -0.28 -0.78 0.00
C -2.03825 10.18496 5.29271 -0.60 0.50 -0.32
C -1.29603 -6.18116 -3.45229 -0.47 -0.14 0.56
C 0.71610 -4.93301 -4.54202 0.50 0.64 -0.05
C 3.89215 1.82603 0.42081 -1.31 1.34 1.90
C 1.20332 -7.95714 -6.21786 -0.28 -0.44 -0.48
C 2.10218 -2.17848 0.15239 -1.06 -0.18 0.66
C -2.94499 10.07917 2.12372 1.23 0.69 0.23
C -7.47753 -1.77420 2.51060 0.23 -1.33 0.35
C -5.73723 -10.02501 -3.45725 0.17 -0.56 0.45
C 2.08780 7.59980 5.10742 0.44 -0.19 -0.83
C -5.46856 -7.83272 -4.84999 0.41 0.64 -0.19
C -0.80644 -5.16368 -4.48345 0.30 0.06 -0.73
C 9.81072 0.94866 -2.39378 0.67 0.17 -0.12
H 5.20746 -0.10309 3.58827 -0.32 0.56 -0.90
H 2.50030 -2.77743 1.00712 0.48 0.94 -0.71
H 1.84520 0.57096 1.54281 0.25 -0.11 0.81
H 5.89627 1.31237 -2.44311 0.18 0.02 -0.27
H -9.05566 -8.08740 -6.59795 0.17 0.10 -0.10
H 0.84495 -3.88219 -4.80744 -0.18 -0.09 -0.13
H 2.74619 -1.37994 -0.27132 0.03 -0.97 0.33
H -0.88284 8.34551 5.32957 0.00 0.19 -0.09
H 4.05955 7.75443 6.07107 -0.20 -0.24 0.03
H 10.40235 1.30226 -1.54689 -0.16 -0.09 0.14
H -1.28160 -2.56525 0.63179 0.92 -0.69 0.01
H -0.20102 -0.77246 2.60337 0.62 -0.86 -0.25
H -5.52075 -4.33269 2.07013 0.07 0.15 -0.16
H -5.70342 -3.44925 3.54510 0.10 0.29 0.00
H -1.14674 11.78228 4.22981 -0.20 -0.03 0.11
H -4.69346 -10.32184 -3.59148 0.04 0.15 -0.05
H -8.10217 -0.73410 0.70532 -0.07 -0.19 0.09
H 1.46460 0.71256 3.31865 0.27 -0.37 -0.66
H 1.47531 -7.76603 -7.25785 0.15 0.14 0.07
H 1.13485 -2.02451 2.94857 -0.59 0.36 -0.48
H 0.57537 -0.56917 0.20963 0.40 -0.47 0.87
H 2.29150 -4.19298 -0.52134 -0.68 0.42 -0.82
H 4.15847 1.33230 3.61862 -0.11 -0.64 -0.53
H 3.50468 -1.47092 2.33432 -0.35 0.82 0.24
H 1.79218 7.02195 7.18677 0.08 0.12 -0.06
H 3.77199 8.82951 4.74793 -0.16 -0.09 -0.13
H -0.71125 10.25784 3.53977 -0.18 -0.26 0.09
H -1.02725 -5.87497 -2.43739 0.09 0.15 -0.06
H 1.18709 -5.03346 -3.56335 -0.20 -0.26 0.02
H 4.38233 4.78964 2.56642 0.15 0.12 0.06
H -5.07162 -6.85459 -4.57400 -0.18 -0.05 0.12
H -5.06411 10.56685 2.07155 0.17 0.10 -0.09
H -3.57867 -1.98411 4.02282 -0.05 -0.13 -0.04
H 3.03822 -1.00454 3.98502 0.12 0.37 -0.80
H 5.92395 1.96879 -5.01869 -0.06 0.01 0.15
H 1.67256 -3.17879 -1.90868 -0.64 0.11 0.75
H 2.17909 2.63777 -2.13524 0.29 0.19 0.81
H -4.63333 -8.34535 -5.32844 -0.16 -0.24 0.07
H 5.97012 2.72882 -1.46443 0.24 0.19 -0.09
```
Forces are in eV/Å.

Output
HOMO = -9.53 eV
spin multiplicity = 1
orbital gap = 9.61 eV
total energy = -272786.7348 eV
SMILES = Br[C@H]1OCC[C@@H]1CCCCSc1nnco1.FC(F)C(F)(F)COC(F)(F)C(F)F.FC(F)C(F)(F)COC(F)(F)C(F)F.FC(F)C(F)(F)COC(F)(F)C(F)F.FC(F)C(F)(F)COC(F)(F)C(F)F.FC(F)C(F)(F)COC(F)(F)C(F)F.FC(F)C(F)(F)COC(F)(F)C(F)F
F_max = 4.16 eV/A